# 1
ORCA calculation (ωB97M-V with the def2-TZVPD basis set) on C10H9BeNO2 as an isolated structure in a non-equilibrium geometry.

Structure (XYZ):
```
23
Properties=species:S:1:pos:R:3
C 3.8107 -0.2193 0.1748
C 2.7144 0.9766 0.2131
C 1.2306 0.3774 -0.0187
C 0.9680 -1.1150 -0.4709
C -0.5078 -1.6216 -0.6514
C -1.6378 -0.5720 -0.3959
C -1.3883 0.9150 0.0182
C 0.0511 1.4162 0.2397
C -2.8023 1.6285 0.1241
O -3.0961 2.8281 0.2219
N -3.8711 0.5669 0.0458
C -3.2097 -0.6658 -0.4686
O -3.9031 -1.6927 -0.8850
H 4.7087 0.1462 0.8030
H 4.1483 -0.4485 -0.8908
H 3.4316 -1.1726 0.7109
H 2.9465 1.8133 -0.5479
H 2.7565 1.3941 1.2930
H 1.8424 -1.8366 -0.6667
H -0.7855 -2.6822 -0.9554
H 0.2263 2.4929 0.5664
H -4.0436 0.2938 1.0419
Be -3.5898 -2.8227 0.4985
```

Charge   +2
E_HOMO   -16.797 eV



# 2
ORCA calculation (ωB97M-V with the def2-TZVPD basis set) on one molecule with the formula C4H3N3 in a non-equilibrium geometry.

Structure (XYZ):
```
10
Properties=species:S:1:pos:R:3
H -2.3885 0.0532 -0.8043
N -1.6610 -0.5098 -0.3829
C -0.4920 -0.4463 -0.1003
C 0.7050 -1.7555 -0.6504
N 1.1651 -2.7721 -0.9701
C 0.6852 0.3284 0.1838
C -0.0550 1.7069 0.9530
N -0.4194 2.6770 1.4732
H 1.1531 0.7792 -0.6837
H 1.3074 -0.0609 0.9816
```

SMILES   [H]/N=C(/C#N)CC#N
Energy relative to the best compared isomer or geometry (same formula, charge and spin)   4.4557 eV
E_HOMO   -10.959 eV



# 3
ORCA calculation (ωB97M-V with the def2-TZVPD basis set) on C45H43N5O6PSe2W as an isolated structure.

Structure (XYZ):
```
103
Properties=species:S:1:pos:R:3
W 0.0857 0.2667 -2.1071
Se -1.3628 -0.1322 -4.2161
Se 1.0124 2.3483 -3.5139
C -0.6149 3.2392 -3.2330
C -0.9117 4.5308 -3.6644
C -2.1287 5.0735 -3.3046
C -3.0035 4.3286 -2.5176
C -2.6320 3.0503 -2.1527
N -1.4692 2.5041 -2.5229
C 0.3107 -0.7467 -4.8297
C 0.5536 -1.4770 -5.9826
C 1.8715 -1.7897 -6.2614
C 2.8755 -1.4029 -5.3783
C 2.5368 -0.7425 -4.2217
N 1.2677 -0.3951 -3.9689
H -0.1997 5.0825 -4.2625
H -2.3965 6.0716 -3.6263
H -3.9576 4.7268 -2.2033
H -3.2816 2.4384 -1.5404
H -0.2644 -1.7669 -6.6246
H 2.1263 -2.3426 -7.1561
H 3.9110 -1.6403 -5.5720
H 3.2754 -0.4501 -3.4892
O 2.1131 0.2095 -1.5543
C 1.4988 -0.3788 -0.6452
C 2.0775 -1.3694 0.2463
C 3.1065 -2.1831 -0.2349
C 3.5707 -3.2167 0.5560
C 3.0372 -3.4093 1.8270
C 2.0455 -2.5715 2.3176
C 1.5405 -1.5472 1.5280
P 0.4096 -0.2160 2.0979
C -0.7723 -1.0262 3.2192
C -1.0139 -2.3963 3.2312
C -2.0317 -2.9277 4.0141
C -2.8200 -2.0950 4.7927
C -2.5914 -0.7245 4.7833
C -1.5811 -0.1947 3.9983
C 1.6090 0.5977 3.2212
C 1.6836 0.3754 4.5940
C 2.6683 0.9970 5.3502
C 3.5986 1.8273 4.7420
C 3.5362 2.0477 3.3731
C 2.5371 1.4486 2.6209
H 3.4914 -2.0303 -1.2342
H 4.3477 -3.8724 0.1875
H 3.4117 -4.2120 2.4491
H 1.6797 -2.7073 3.3281
H -0.4027 -3.0622 2.6369
H -2.2014 -3.9977 4.0214
H -3.6082 -2.5103 5.4062
H -3.2044 -0.0678 5.3867
H -1.4194 0.8783 3.9901
H 0.9759 -0.2866 5.0763
H 2.7157 0.8205 6.4169
H 4.3724 2.2992 5.3330
H 4.2650 2.6873 2.8914
H 2.4901 1.6277 1.5499
O 1.6788 -3.0817 -3.0050
C 0.6669 -2.9182 -2.3636
O 0.1373 -1.7533 -2.0476
C -0.1633 -4.0762 -1.8947
C -1.0476 -3.9338 -0.8323
C -1.7824 -5.0216 -0.3944
C -1.6147 -6.2321 -1.0392
C -0.7433 -6.4004 -2.0997
C -0.0076 -5.3066 -2.5234
N -2.4025 -7.3918 -0.5691
O -2.2350 -8.4488 -1.1363
O -3.1536 -7.2123 0.3686
H -1.1661 -2.9661 -0.3635
H -2.4845 -4.9460 0.4216
H -0.6508 -7.3680 -2.5695
H 0.6988 -5.3957 -3.3372
N 0.2852 1.8736 -0.6403
C 0.3265 2.8411 -0.0160
N 0.3251 3.9601 0.6403
C -0.2174 4.0422 2.0092
C 0.6281 4.9940 2.8402
C 0.8089 6.3360 2.1340
C 1.4241 6.1389 0.7504
C 0.5494 5.2242 -0.0890
H -0.2222 3.0363 2.4276
H -1.2510 4.3994 1.9483
H 1.6016 4.5355 3.0236
H 0.1460 5.1276 3.8097
H 1.4336 6.9951 2.7366
H -0.1635 6.8297 2.0307
H 2.4179 5.6927 0.8448
H 1.5416 7.0917 0.2330
H 0.9992 4.9817 -1.0513
H -0.4257 5.6883 -0.2733
C -3.4752 0.1345 0.1487
C -2.8686 -0.2447 -1.1897
C -3.1245 -1.7077 -1.5465
O -1.4718 0.0633 -1.1067
H -4.5541 -0.0272 0.1329
H -3.2779 1.1808 0.3885
H -3.0449 -0.4861 0.9379
H -3.2809 0.3892 -1.9801
H -3.3694 -2.2909 -0.6575
H -2.2535 -2.1490 -2.0223
H -3.9562 -1.7856 -2.2465
```

Charge   +1
Energy relative to the best compared isomer or geometry (same formula, charge and spin)   1.1039 eV
E_HOMO (alpha / beta)   -10.256 / -10.256 eV



# 4
ORCA calculation (ωB97M-V with the def2-TZVPD basis set) on a 12-piece molecular cluster, H24O12 overall in a non-equilibrium geometry.

Structure (XYZ):
```
36
Properties=species:S:1:pos:R:3
O -2.8059 -1.7513 1.7576
H -2.9498 -2.2391 2.5642
H -2.3144 -0.9653 2.0472
O 0.5713 0.6649 -3.2325
H 0.2206 -0.2209 -3.1669
H 1.3412 0.6490 -2.6838
O 0.9955 0.8199 1.6207
H 1.6454 1.1146 0.9787
H 1.2951 -0.0405 1.8689
O -1.5083 0.2855 2.9294
H -1.1142 0.7554 2.1879
H -0.7138 0.1534 3.3968
O -1.6516 2.3370 -2.5188
H -0.8188 1.9140 -2.8918
H -2.3416 2.0487 -3.1788
O -0.5418 -2.8008 0.6788
H -0.7414 -2.6974 -0.2599
H -1.4089 -2.4243 1.0289
O -2.1171 0.1785 -0.0947
H -2.1400 0.8675 -0.7744
H -3.0941 -0.0441 0.1180
O 2.7771 1.5866 -0.6155
H 3.3639 1.8971 0.0766
H 2.3308 2.3767 -0.8911
O -0.2621 -1.6811 -1.5392
H 0.6160 -1.4769 -1.1339
H -0.8583 -0.9567 -1.1205
O 1.2502 -1.8097 2.4296
H 0.6050 -2.3090 1.7636
H 1.7862 -2.5806 2.6684
O 0.8791 3.4068 -0.9404
H 0.2161 3.3443 -0.2716
H 0.2981 3.5070 -1.7341
O 2.0773 -1.3497 -0.5549
H 2.8376 -0.7972 -0.8126
H 2.2758 -1.7627 0.3001
```

SMILES   O.O.O.O.O.O.O.O.O.O.O.O
Energy relative to the best compared isomer or geometry (same formula, charge and spin)   0.6001 eV
E_HOMO   -10.283 eV



# 5
ORCA calculation (ωB97M-V with the def2-TZVPD basis set) on one molecule with the formula C6H6N2 in a non-equilibrium geometry.

Structure (XYZ):
```
14
Properties=species:S:1:pos:R:3
C -1.0142 -0.4296 2.3799
C 0.0765 0.1110 1.8479
C -0.0133 0.1535 0.3722
N -1.0349 0.0903 -0.4137
C -0.6890 -0.0574 -1.8001
C 0.5026 0.1861 -2.2314
C 1.4263 0.3148 -1.3350
N 1.3092 0.2888 -0.0069
H -1.1330 -0.4587 3.5517
H -1.9777 -0.7638 2.1648
H 0.9785 0.3042 2.6345
H -1.6380 -0.3905 -2.3092
H 0.7962 0.0934 -3.4287
H 2.4108 0.5581 -1.4260
```

SMILES   C=Cc1ncccn1
Energy relative to the best compared isomer or geometry (same formula, charge and spin)   3.0616 eV
E_HOMO   -9.595 eV



# 6
ORCA calculation (ωB97M-V with the def2-TZVPD basis set) on F24NaP4 as an isolated structure in a non-equilibrium geometry.

Structure (XYZ):
```
29
Properties=species:S:1:pos:R:3
Na -0.3427 0.7655 -0.1375
P -0.0791 -1.4539 3.0808
F 0.2399 -2.4599 4.3198
F -1.6763 -1.8773 3.1160
F -0.5456 -0.2411 4.0923
F -0.4878 -0.5157 1.8596
F 1.4661 -0.9898 2.9669
F 0.1272 -2.7144 2.0371
P 0.6937 -1.1863 -2.3340
F 0.4241 -1.1562 -0.7707
F 2.2241 -0.6720 -2.0676
F 1.1393 -2.7231 -2.1019
F 1.0218 -1.2888 -3.9159
F -0.7573 -1.8622 -2.5459
F 0.1658 0.3183 -2.5308
P 3.0803 2.0950 0.2532
F 4.0624 0.8739 -0.1823
F 2.4961 1.8033 -1.2003
F 1.8687 1.1661 0.8338
F 2.2336 3.4255 0.6121
F 3.7982 2.1271 1.6715
F 4.1932 3.1558 -0.3501
P -3.6435 0.5053 -0.9723
F -2.4974 -0.4630 -0.2943
F -3.2449 1.6998 0.0293
F -2.4593 1.0986 -1.8840
F -4.7425 1.3993 -1.7420
F -4.0575 -0.7138 -1.9391
F -4.7007 -0.1158 0.0966
```

Charge   -3
Energy relative to the best compared isomer or geometry (same formula, charge and spin)   1.4549 eV
E_HOMO   -3.611 eV



Electronic energy? In order: -605.4634; -318.3210; -7676.8789; -917.3033; -341.6100; -3925.5480 Eh.